# 1
{
  "formula": "C35H46N4P2PtSSi2",
  "method": "ωB97M-V with the def2-TZVPD basis set",
  "relative_energy_kj_mol": 2.9,
  "s_squared": 2.0107,
  "multiplicity": 3,
  "mol_weight_g_mol": 868.05,
  "elements": ["Pt", "C", "Si", "C", "C", "N", "P", "C", "P", "N", "Si", "C", "C", "C", "C", "C", "C", "C", "C", "C", "C", "C", "C", "C", "C", "C", "C", "C", "C", "C", "C", "C", "C", "C", "C", "C", "C", "C", "H", "H", "H", "H", "H", "H", "H", "H", "H", "H", "H", "H", "H", "H", "H", "H", "H", "H", "H", "H", "H", "H", "H", "H", "H", "H", "H", "H", "H", "H", "H", "H", "H", "H", "H", "H", "H", "H", "C", "N", "C", "C", "N", "C", "S", "H", "H", "H", "H", "H", "H", "H", "H"],
  "positions_angstrom": [[0.6460, 0.6024, -1.3765], [4.3183, 2.2818, -1.9871], [3.9607, 2.2337, -0.1531], [5.3404, 1.3002, 0.7156], [3.9228, 3.9781, 0.5354], [2.4548, 1.4522, 0.0272], [1.4517, 1.0224, 1.1641], [-0.0815, 0.8801, 0.3871], [-1.5785, 0.0234, 0.2524], [-1.8127, -0.3157, -1.2804], [-3.2137, -0.4579, -2.2565], [-4.3558, 1.0247, -2.1208], [-4.1938, -2.0088, -1.8402], [-2.7189, -0.5607, -4.0662], [-2.9355, 1.0237, 0.9279], [-4.0820, 0.4474, 1.4692], [-5.1517, 1.2429, 1.8525], [-5.0867, 2.6201, 1.6929], [-3.9487, 3.2019, 1.1510], [-2.8785, 2.4063, 0.7714], [-1.5786, -1.4537, 1.3131], [-1.3269, -2.7033, 0.7611], [-1.3066, -3.8374, 1.5610], [-1.5614, -3.7295, 2.9203], [-1.8218, -2.4853, 3.4793], [-1.8164, -1.3525, 2.6830], [1.8969, -0.5716, 1.9115], [2.6934, -1.4383, 1.1679], [3.0327, -2.6836, 1.6746], [2.5799, -3.0679, 2.9296], [1.7879, -2.2067, 3.6755], [1.4459, -0.9624, 3.1678], [1.4636, 2.1903, 2.5513], [0.5266, 3.2185, 2.5824], [0.5916, 4.1989, 3.5618], [1.5959, 4.1561, 4.5186], [2.5318, 3.1305, 4.4975], [2.4662, 2.1511, 3.5182], [5.2693, 2.7649, -2.2226], [3.5231, 2.8236, -2.5054], [4.3383, 1.2660, -2.3892], [6.2945, 1.8222, 0.6036], [5.4576, 0.2946, 0.3047], [5.1402, 1.2002, 1.7858], [4.8437, 4.5201, 0.3054], [3.8005, 3.9686, 1.6214], [3.0850, 4.5368, 0.1114], [-4.8142, 1.1087, -1.1335], [-5.1592, 0.9629, -2.8593], [-3.7976, 1.9453, -2.3086], [-4.5162, -2.0039, -0.7954], [-3.5976, -2.9132, -1.9927], [-5.0865, -2.0892, -2.4660], [-1.9567, 0.1885, -4.2948], [-3.5852, -0.3722, -4.7048], [-2.3210, -1.5421, -4.3314], [-4.1424, -0.6277, 1.5899], [-6.0390, 0.7866, 2.2727], [-5.9237, 3.2392, 1.9893], [-3.8969, 4.2752, 1.0197], [-1.9952, 2.8524, 0.3283], [-1.1596, -2.7828, -0.3066], [-1.1033, -4.8057, 1.1216], [-1.5573, -4.6141, 3.5444], [-2.0223, -2.3974, 4.5400], [-2.0170, -0.3828, 3.1250], [3.0386, -1.1200, 0.1915], [3.6553, -3.3520, 1.0931], [2.8470, -4.0385, 3.3287], [1.4328, -2.5062, 4.6535], [0.8338, -0.2888, 3.7561], [-0.2543, 3.2460, 1.8318], [-0.1409, 4.9959, 3.5779], [1.6494, 4.9207, 5.2830], [3.3144, 3.0946, 5.2447], [3.1989, 1.3521, 3.5045], [1.9713, -1.7784, -6.0094], [1.2000, -2.2013, -4.8650], [0.2593, -3.3126, -4.9754], [-0.4015, -3.3258, -3.5921], [-0.1199, -1.9775, -3.1308], [0.8288, -1.3876, -3.8536], [1.4922, 0.1399, -3.5455], [2.5601, -2.6183, -6.3771], [2.6424, -0.9775, -5.7103], [1.3224, -1.4176, -6.8135], [0.7755, -4.2424, -5.2098], [-0.4689, -3.1049, -5.7677], [0.0553, -4.0644, -2.9285], [-1.4735, -3.5126, -3.6469], [-0.5377, -1.4986, -2.3325]],
  "lowdin_charge": [0.674, -0.193, 0.295, -0.180, -0.175, -0.308, 0.619, -0.570, 0.657, -0.310, 0.312, -0.170, -0.175, -0.171, -0.299, -0.101, -0.080, -0.083, -0.076, -0.095, -0.284, -0.072, -0.075, -0.085, -0.085, -0.107, -0.286, -0.083, -0.079, -0.086, -0.085, -0.095, -0.289, -0.072, -0.077, -0.085, -0.081, -0.097, 0.026, 0.024, 0.011, 0.026, 0.022, 0.014, 0.027, 0.013, 0.029, 0.012, 0.030, 0.036, 0.018, 0.013, 0.028, 0.031, 0.032, 0.000, 0.105, 0.104, 0.102, 0.105, 0.098, 0.089, 0.103, 0.103, 0.106, 0.114, 0.093, 0.102, 0.101, 0.104, 0.109, 0.084, 0.103, 0.102, 0.104, 0.105, -0.058, -0.159, -0.111, -0.130, 0.008, -0.775, 0.585, 0.091, 0.058, 0.097, 0.124, 0.126, 0.121, 0.108, 0.040]
}

# 2
{
  "formula": "C21H47InOP3S",
  "method": "ωB97M-V with the def2-TZVPD basis set",
  "total_charge": 3,
  "relative_energy_kj_mol": 191.8,
  "mol_weight_g_mol": 555.41,
  "elements": ["In", "P", "P", "P", "H", "C", "C", "H", "C", "C", "C", "C", "C", "C", "C", "C", "C", "H", "H", "H", "H", "H", "H", "H", "H", "H", "H", "H", "H", "H", "H", "H", "H", "H", "H", "H", "H", "H", "H", "H", "H", "H", "H", "H", "H", "H", "C", "C", "C", "C", "C", "C", "S", "H", "H", "H", "H", "H", "H", "C", "C", "O", "C", "C", "H", "H", "H", "H", "H", "H", "H", "H", "H", "H"],
  "positions_angstrom": [[-0.1464, -0.0875, -0.2308], [2.5890, -1.0599, -0.0920], [0.0724, 0.8542, 2.1600], [0.3749, -0.6168, -2.8425], [-2.6173, 1.3476, -0.0259], [-2.3935, 0.6103, -0.7856], [-2.1916, -0.7463, -0.5446], [-2.3899, -1.1616, 0.4506], [3.7167, 0.3727, -0.3676], [3.0197, -1.6596, 1.5889], [3.2956, -2.3522, -1.1996], [-1.5542, 1.5592, 2.6227], [0.5881, -0.1011, 3.5950], [1.1926, 2.2911, 1.9919], [-1.0197, -0.0833, -3.8969], [0.6418, -2.3403, -3.4292], [1.7776, 0.3619, -3.5053], [-2.6889, 0.9434, -1.7814], [-2.1210, -1.4592, -1.3880], [4.7682, 0.0579, -0.4298], [3.6111, 1.0984, 0.4477], [3.4435, 0.8719, -1.3076], [3.9553, -2.2366, 1.5868], [2.2091, -2.3125, 1.9456], [3.1236, -0.8243, 2.2953], [4.3012, -2.6557, -0.8742], [3.3631, -1.9934, -2.2364], [2.6458, -3.2399, -1.1878], [-1.6973, 1.4044, 3.7065], [-2.3463, 1.0289, 2.0712], [-1.6064, 2.6369, 2.3774], [1.6567, 0.0355, 3.7821], [0.3874, -1.1640, 3.4260], [0.0181, 0.2276, 4.4701], [1.3397, 2.7511, 2.9857], [0.7581, 3.0348, 1.3037], [2.1596, 1.9527, 1.5844], [-1.0114, -0.6716, -4.8270], [-0.9113, 0.9842, -4.1342], [-1.9722, -0.2383, -3.3722], [0.2281, -2.4370, -4.4460], [0.1079, -3.0402, -2.7662], [1.7057, -2.6151, -3.4442], [1.5167, 0.6960, -4.5224], [2.7042, -0.2335, -3.5351], [1.9366, 1.2497, -2.8713], [-2.0945, 4.5458, -1.0567], [-1.1086, 5.5778, -1.5489], [0.0538, 5.5953, -0.6346], [-0.2088, 5.4980, 0.7040], [-1.4618, 5.0554, 1.2059], [-2.3263, 4.3945, 0.3263], [-2.5207, 3.7412, -2.4200], [-0.9669, 5.2351, -2.6005], [-1.5729, 6.5884, -1.5157], [1.0098, 5.8262, -1.0866], [0.5199, 5.8957, 1.3998], [-1.6930, 5.1155, 2.2796], [-3.1974, 3.8274, 0.6845], [-3.2374, -3.3469, 1.3903], [-1.9127, -2.9304, 2.0262], [-0.8523, -2.7548, 1.1086], [-0.4684, -3.9604, 0.4534], [0.1329, -4.9941, 1.4011], [-3.5822, -2.6245, 0.6401], [-4.0243, -3.4341, 2.1504], [-3.1506, -4.3233, 0.9008], [-2.0576, -1.9758, 2.5401], [-1.6350, -3.6685, 2.7953], [0.2763, -3.7006, -0.3145], [-1.3202, -4.4181, -0.0815], [0.5367, -5.8417, 0.8262], [0.9459, -4.5645, 1.9961], [-0.6238, -5.3988, 2.0831]],
  "lowdin_charge": [0.685, 0.772, 0.795, 0.783, 0.064, -0.033, -0.161, 0.056, -0.229, -0.235, -0.234, -0.199, -0.200, -0.213, -0.223, -0.202, -0.229, 0.047, 0.109, 0.082, 0.031, 0.029, 0.076, 0.035, 0.043, 0.080, 0.033, 0.050, 0.078, 0.040, 0.041, 0.065, 0.054, 0.080, 0.093, 0.040, 0.029, 0.078, 0.068, 0.035, 0.076, 0.050, 0.046, 0.078, 0.056, 0.045, -0.727, -0.259, -0.025, -0.109, -0.046, -0.120, 0.779, 0.062, 0.174, 0.122, 0.119, 0.132, 0.117, -0.039, -0.271, -0.267, -0.262, -0.043, 0.067, 0.109, 0.090, 0.114, 0.131, 0.095, 0.125, 0.104, 0.080, 0.088]
}

# 3
{
  "formula": "C42H65MoN6P2SSi2",
  "method": "ωB97M-V with the def2-TZVPD basis set",
  "total_charge": 3,
  "mol_weight_g_mol": 900.15,
  "total_energy_ha": -3695.20251,
  "elements": ["Mo", "C", "Si", "C", "C", "C", "C", "C", "C", "C", "C", "N", "Si", "C", "C", "C", "H", "H", "H", "H", "H", "H", "H", "H", "H", "H", "H", "H", "H", "H", "H", "H", "H", "H", "H", "H", "H", "H", "C", "P", "C", "N", "C", "C", "C", "C", "C", "C", "N", "C", "P", "C", "C", "C", "C", "C", "C", "C", "C", "C", "H", "H", "H", "H", "H", "H", "H", "H", "H", "H", "H", "H", "H", "H", "H", "H", "H", "H", "H", "H", "H", "H", "H", "H", "H", "H", "H", "H", "C", "N", "C", "C", "N", "C", "S", "H", "H", "H", "H", "H", "H", "C", "C", "C", "C", "C", "C", "C", "C", "N", "H", "H", "H", "H", "H", "H", "H", "H", "H"],
  "positions_angstrom": [[-0.0805, -0.2277, -0.3809], [2.8609, 1.0773, 1.5713], [3.4864, -0.1761, 0.2948], [4.1946, 0.5278, -1.2988], [4.7762, -1.1527, 1.2478], [1.8969, -1.2875, -0.2130], [1.4430, -1.7763, 1.0992], [2.0100, -2.7527, 1.9273], [1.4991, -2.9301, 3.1923], [0.4101, -2.1526, 3.6085], [-0.1376, -1.2553, 2.7321], [0.3673, -1.0702, 1.4999], [2.4783, -2.7122, -1.4420], [4.3229, -3.0585, -1.4200], [2.0792, -2.1649, -3.2049], [1.6537, -4.3440, -0.9384], [3.2574, 2.0765, 1.3787], [3.2201, 0.7835, 2.5600], [1.7729, 1.1466, 1.6246], [4.1866, 1.6186, -1.3046], [3.6867, 0.1697, -2.1948], [5.2426, 0.2262, -1.3725], [5.6178, -0.4724, 1.4121], [5.1708, -2.0217, 0.7270], [4.4193, -1.4654, 2.2290], [2.8648, -3.3164, 1.5777], [1.9434, -3.6498, 3.8681], [0.0048, -2.2501, 4.6066], [-0.9788, -0.6431, 2.9962], [4.9431, -2.1753, -1.5837], [4.6653, -3.5598, -0.5141], [4.5099, -3.7451, -2.2513], [3.0029, -2.1596, -3.7872], [1.6321, -1.1744, -3.2799], [1.4004, -2.8719, -3.6876], [2.4224, -5.0586, -0.6366], [1.1318, -4.7879, -1.7885], [0.9477, -4.2676, -0.1116], [0.4363, 2.7611, 3.6066], [-0.7728, 2.2425, 2.3251], [-0.8562, 3.7331, 1.2687], [-0.9481, 4.9292, 1.7978], [-1.2846, 5.9849, 1.0368], [-1.4179, 7.2696, 1.6068], [-1.8497, 8.3030, 0.8269], [-2.1684, 8.1076, -0.5397], [-2.0396, 6.8805, -1.1241], [-1.5911, 5.7934, -0.3449], [-1.4088, 4.5740, -0.8838], [-1.0036, 3.5853, -0.1345], [-0.5843, 2.1377, -1.2291], [-2.0795, 2.1657, -2.2871], [0.9848, 2.8109, -2.0712], [1.9472, 3.0576, -0.9020], [0.8002, 4.0713, -2.9076], [1.6031, 1.7199, -2.9606], [-2.4647, 2.4320, 3.2521], [-2.7573, 1.1356, 4.0066], [-2.4670, 3.5620, 4.2838], [-3.5565, 2.6762, 2.2041], [0.1943, 3.7667, 3.9424], [1.4404, 2.7645, 3.1876], [0.4158, 2.0718, 4.4520], [-1.1880, 7.4058, 2.6554], [-1.9660, 9.2904, 1.2538], [-2.5174, 8.9470, -1.1259], [-2.2585, 6.7208, -2.1720], [-1.8944, 2.7771, -3.1671], [-2.8802, 2.6293, -1.7168], [-2.3819, 1.1629, -2.5785], [1.5774, 3.7998, -0.1937], [2.8994, 3.4237, -1.2891], [2.1305, 2.1220, -0.3672], [0.5581, 4.9442, -2.3153], [0.0372, 3.9580, -3.6783], [1.7476, 4.2749, -3.4144], [1.5589, 0.7342, -2.4820], [2.6523, 1.9642, -3.1334], [1.1336, 1.6719, -3.9391], [-1.9654, 0.8920, 4.7196], [-2.8970, 0.2918, 3.3291], [-3.6768, 1.2565, 4.5848], [-1.8891, 3.2995, 5.1697], [-3.4994, 3.7324, 4.6015], [-2.0957, 4.4957, 3.8803], [-3.4872, 1.9753, 1.3705], [-3.5078, 3.6913, 1.8067], [-4.5379, 2.5686, 2.6745], [-2.1441, -3.5957, 1.7502], [-3.3288, -2.7574, 1.8324], [-4.4605, -3.1361, 2.5416], [-5.3792, -2.1646, 2.3897], [-4.7959, -1.2003, 1.5982], [-3.5482, -1.5646, 1.2555], [-2.6316, -0.5769, 0.1808], [-1.8557, -3.9187, 2.7477], [-1.3306, -3.0367, 1.3040], [-2.3530, -4.4768, 1.1455], [-4.5190, -4.0673, 3.0787], [-6.3779, -2.0771, 2.7817], [-5.2374, -0.3466, 1.2930], [-0.6777, 0.2257, -4.7241], [-1.0370, -1.1692, -4.3139], [-1.3738, -2.0582, -5.3186], [-1.7040, -3.3749, -5.0473], [-1.7597, -3.8083, -3.7258], [-1.4669, -2.9568, -2.6862], [-1.6733, -3.4234, -1.2808], [-1.0378, -1.6146, -2.9622], [-0.5932, -0.8334, -1.9490], [0.1172, 0.2035, -5.4709], [-1.5417, 0.6991, -5.1948], [-0.3583, 0.8232, -3.8832], [-1.3577, -1.7029, -6.3416], [-1.9404, -4.0540, -5.8558], [-2.0518, -4.8279, -3.5081], [-1.6166, -4.5081, -1.2186], [-2.6620, -3.1064, -0.9466], [-0.9251, -2.9931, -0.6160]],
  "lowdin_charge": [1.337, -0.187, 0.555, -0.156, -0.142, -0.348, -0.445, -0.016, 0.018, -0.020, -0.145, -0.120, 0.535, -0.172, -0.148, -0.151, 0.051, 0.056, -0.037, 0.029, 0.019, 0.055, 0.068, 0.019, 0.040, 0.129, 0.137, 0.130, 0.069, 0.031, 0.036, 0.061, 0.054, -0.006, 0.041, 0.050, 0.041, 0.012, -0.239, 1.024, -0.441, 0.154, -0.186, 0.013, -0.024, -0.026, 0.006, -0.188, 0.128, -0.420, 1.007, -0.216, -0.651, -0.095, -0.053, -0.108, -0.681, -0.109, -0.082, -0.095, 0.046, 0.023, 0.054, 0.127, 0.125, 0.124, 0.124, 0.059, 0.056, 0.025, 0.091, 0.110, 0.011, 0.076, 0.089, 0.111, 0.027, 0.100, 0.069, 0.083, 0.041, 0.101, 0.089, 0.102, 0.063, 0.029, 0.083, 0.096, -0.004, -0.075, 0.000, -0.010, 0.091, -0.679, 0.698, 0.111, 0.044, 0.111, 0.147, 0.144, 0.167, -0.031, -0.183, -0.010, 0.009, -0.011, -0.185, -0.082, -0.262, -0.141, 0.113, 0.113, 0.006, 0.137, 0.132, 0.132, 0.102, 0.070, 0.020]
}

# 4
{
  "formula": "C21H25N3O4",
  "method": "ωB97M-V with the def2-TZVPD basis set",
  "relative_energy_kj_mol": 358.0,
  "smiles": "CCOc1c2ccc(C(=O)NCc3ccc(OC)cc3)cc2nn1CCOC",
  "mol_weight_g_mol": 383.45,
  "elements": ["C", "C", "O", "C", "C", "C", "C", "C", "C", "O", "N", "C", "C", "C", "C", "C", "O", "C", "C", "C", "C", "C", "N", "N", "C", "C", "O", "C", "H", "H", "H", "H", "H", "H", "H", "H", "H", "H", "H", "H", "H", "H", "H", "H", "H", "H", "H", "H", "H", "H", "H", "H", "H"],
  "positions_angstrom": [[-4.8979, -2.1186, 1.8605], [-5.4687, -1.2252, 0.7683], [-4.8316, -1.4087, -0.4982], [-3.5442, -0.9972, -0.5804], [-2.3326, -1.6648, -0.3824], [-1.9441, -2.9567, 0.0134], [-0.6101, -3.2260, 0.0984], [0.3729, -2.2547, -0.2186], [1.8003, -2.6673, -0.0677], [2.1744, -3.4273, 0.8057], [2.6348, -2.1540, -1.0016], [4.0695, -2.3433, -0.9547], [4.7773, -1.0511, -0.6423], [4.5010, -0.3833, 0.5421], [5.1137, 0.8187, 0.8486], [6.0276, 1.3760, -0.0397], [6.6926, 2.5493, 0.1546], [6.4647, 3.2617, 1.3457], [6.3078, 0.7089, -1.2327], [5.6860, -0.4858, -1.5284], [0.0228, -0.9834, -0.6021], [-1.3436, -0.6747, -0.6882], [-1.9208, 0.4787, -1.0414], [-3.2293, 0.2606, -0.9711], [-4.1523, 1.3106, -1.3007], [-4.1008, 2.4305, -0.2579], [-5.0510, 3.4024, -0.6149], [-5.0384, 4.5212, 0.2350], [-4.9728, -3.1623, 1.5668], [-5.4580, -1.9705, 2.7798], [-3.8520, -1.8814, 2.0437], [-6.5150, -1.4729, 0.5766], [-5.4021, -0.1713, 1.0698], [-2.6880, -3.7044, 0.2417], [-0.2594, -4.1967, 0.4139], [2.2742, -1.5095, -1.6866], [4.4178, -2.7490, -1.9099], [4.2477, -3.0806, -0.1655], [3.7957, -0.8135, 1.2383], [4.8735, 1.3065, 1.7801], [5.4191, 3.5745, 1.4344], [7.0996, 4.1445, 1.2869], [6.7443, 2.6740, 2.2261], [7.0181, 1.1521, -1.9125], [5.9146, -0.9890, -2.4568], [0.7515, -0.2141, -0.8082], [-5.1581, 0.8894, -1.3544], [-3.8856, 1.7292, -2.2741], [-4.3210, 2.0297, 0.7464], [-3.0874, 2.8581, -0.2373], [-4.0627, 5.0214, 0.2192], [-5.8022, 5.2003, -0.1370], [-5.2720, 4.2387, 1.2692]],
  "lowdin_charge": [-0.061, -0.219, -0.027, -0.227, -0.089, -0.012, -0.021, -0.132, -0.466, 0.063, 0.075, -0.128, -0.221, -0.025, -0.015, -0.279, -0.086, -0.093, -0.004, -0.039, 0.042, -0.221, 0.140, -0.077, -0.079, -0.222, -0.187, -0.113, 0.079, 0.078, 0.075, 0.125, 0.112, 0.111, 0.115, 0.137, 0.122, 0.127, 0.120, 0.102, 0.095, 0.092, 0.095, 0.117, 0.110, 0.119, 0.135, 0.138, 0.123, 0.125, 0.090, 0.089, 0.089]
}